Formula: C31H57N2OP2SSn
Source: OMol25
Level of theory: ωB97M-V with the def2-TZVPD basis set

Last column: Mulliken charge in e.
Element x y z (Å)
C1 -2.464 1.097 -1.433  -0.18
C2 -2.621 -1.172 -0.785  1.13
C3 -3.604 0.981 -2.235  -0.84
C4 -3.901 -1.246 -1.394  -1.18
C5 -4.385 -0.182 -2.127  -0.70
H1 -3.874 1.817 -2.872  0.51
H2 -4.461 -2.176 -1.277  0.49
H3 -5.339 -0.228 -2.644  0.43
N1 -2.044 0.080 -0.666  1.03
P1 -0.760 2.685 0.145  0.23
P2 -0.370 -2.545 0.423  0.41
C6 -1.649 2.391 -1.448  -1.02
H4 -0.919 2.329 -2.270  0.67
H5 -2.305 3.248 -1.670  0.32
C7 -1.947 -2.305 -0.279  -1.98
H6 -2.576 -3.198 -0.172  0.33
C8 0.354 -3.615 -1.019  1.94
C9 -0.567 -3.604 2.044  2.03
C10 0.840 3.651 -0.184  2.59
C11 -2.110 3.526 1.147  1.97
C12 1.866 -3.425 -0.913  -1.18
H7 2.257 -3.759 0.059  0.21
H8 2.361 -4.006 -1.707  0.57
H9 2.123 -2.365 -1.033  -0.14
C13 -0.041 -5.090 -0.927  -1.87
H10 0.367 -5.606 -0.048  0.33
H11 -1.131 -5.224 -0.966  0.37
H12 0.373 -5.596 -1.815  0.50
C14 -0.149 -3.097 -2.371  -1.35
H13 0.341 -3.663 -3.179  0.60
H14 -1.232 -3.223 -2.482  0.32
H15 0.089 -2.035 -2.503  -0.03
C15 0.835 -4.128 2.399  -1.64
H16 1.550 -3.297 2.491  0.15
H17 0.797 -4.641 3.373  0.50
H18 1.224 -4.848 1.670  0.27
C16 -1.022 -2.698 3.196  -1.43
H19 -0.316 -1.873 3.359  -0.03
H20 -2.031 -2.299 3.049  0.24
H21 -1.041 -3.293 4.126  0.59
C17 -1.589 -4.741 1.922  -1.82
H22 -1.348 -5.476 1.148  0.27
H23 -1.607 -5.288 2.879  0.53
H24 -2.606 -4.365 1.746  0.34
C18 -1.553 3.738 2.562  -1.30
H25 -2.301 4.305 3.138  0.54
H26 -1.381 2.780 3.081  -0.01
H27 -0.619 4.320 2.567  0.17
C19 -3.353 2.620 1.210  -1.61
H28 -3.819 2.494 0.223  0.27
H29 -3.135 1.631 1.640  0.14
H30 -4.092 3.111 1.865  0.65
C20 -2.531 4.860 0.510  -1.53
H31 -3.442 5.198 1.030  0.52
H32 -1.772 5.642 0.631  0.38
H33 -2.779 4.763 -0.556  0.19
C21 1.228 3.507 -1.666  -1.76
H34 0.509 4.013 -2.328  0.36
H35 2.206 3.993 -1.820  0.71
H36 1.313 2.451 -1.960  -0.30
C22 1.953 3.055 0.703  -1.56
H37 2.138 1.992 0.490  0.13
H38 2.884 3.610 0.507  0.58
H39 1.720 3.159 1.773  0.18
C23 0.689 5.141 0.152  -1.92
H40 -0.058 5.634 -0.486  0.40
H41 0.451 5.310 1.212  0.32
H42 1.660 5.622 -0.047  0.54
Sn1 -0.366 0.199 0.842  0.10
C24 -1.861 0.461 3.288  0.16
O1 -2.437 0.247 4.249  -0.27
N2 0.894 0.094 -1.060  0.17
C25 1.368 -0.335 -2.054  -0.78
C26 2.430 -0.298 -3.171  2.28
C27 2.097 -1.291 -4.274  -1.81
C28 2.494 1.081 -3.823  -1.82
C29 3.803 -0.652 -2.603  -1.58
H43 2.096 -2.320 -3.900  0.26
H44 1.119 -1.063 -4.710  0.42
H45 2.865 -1.199 -5.055  0.54
H46 2.914 1.845 -3.154  0.36
H47 3.167 1.007 -4.690  0.53
H48 1.504 1.385 -4.192  0.38
H49 4.522 -0.647 -3.437  0.45
H50 4.139 0.089 -1.861  0.31
H51 3.802 -1.654 -2.152  0.40
C30 3.799 -0.255 3.026  -1.31
S1 2.003 -0.463 2.990  0.61
C31 1.548 0.809 4.176  -0.91
H52 4.179 -0.465 2.019  0.29
H53 4.199 -0.981 3.744  0.36
H54 4.047 0.767 3.330  0.44
H55 2.448 1.100 4.730  0.46
H56 1.130 1.688 3.671  0.04
H57 0.811 0.406 4.880  0.32

The LUMO energy comes out at -2.331 eV. As for the total charge: +1. As for the HOMO energy: -0.3226 Eh. For the calculated total energy, the calculation gives -2695.092098 hartree.